# 1
Below is C16H34O3P2PdS as an isolated structure at a distorted geometry, with properties calculated with ωB97M-V/def2-TZVPD.

Values from the calculation:
- ΔE to the lowest compared entry with this formula, charge and spin (eV) = 0.000
- HOMO level (spin up / spin down) (hartree) = -0.112 / -0.209
- E_tot (a.u.) = -2064.11704
- F_max (eV Å⁻¹) = 3.8

Structure (ORCA input):
```
! RIJCOSX wB97M-V def2-TZVPD def2/J DEFGRID3
* xyz 0 3
P 0.185 -2.595 1.150
P -0.252 2.017 1.497
C -0.144 -0.870 -0.030
C 0.243 0.592 0.302
H -1.055 -0.964 -0.653
H 0.740 -1.284 -0.540
H 1.338 0.658 0.362
H -0.112 1.106 -0.598
C -1.804 2.608 0.897
H -2.365 3.153 1.664
H -2.394 1.757 0.538
H -1.574 3.277 0.053
C 1.110 3.161 1.298
H 1.274 3.317 0.209
H 2.033 2.776 1.761
H 0.830 4.124 1.744
C -0.936 -3.885 0.596
H -0.992 -4.643 1.389
H -0.549 -4.330 -0.326
H -1.932 -3.457 0.423
C 1.897 -2.950 0.780
H 2.537 -2.128 1.113
H 1.998 -3.075 -0.305
H 2.193 -3.880 1.283
Pd -1.129 -0.652 1.649
C 0.259 1.284 -2.720
C -1.082 1.281 -2.577
C -2.017 0.514 -3.456
C -1.693 -0.987 -3.707
C -0.818 -1.700 -2.718
C 0.526 -1.723 -2.773
C 1.380 -0.881 -3.677
C 1.014 0.621 -3.838
C -0.482 -1.822 3.328
H 0.882 1.962 -2.112
H -1.562 2.063 -1.977
H -2.110 0.989 -4.447
H -3.018 0.576 -3.009
H -2.663 -1.512 -3.699
H -1.318 -1.095 -4.731
H -1.344 -2.395 -2.032
H 1.079 -2.550 -2.304
H 1.419 -1.305 -4.695
H 2.415 -0.929 -3.307
H 1.968 1.172 -3.931
H 0.532 0.772 -4.815
H 0.608 -1.979 3.417
H -1.049 -2.757 3.409
H -0.815 -1.106 4.089
C 0.976 3.035 4.939
S 0.889 1.395 4.190
O 2.025 1.020 3.363
O 0.297 0.493 5.126
O -0.396 1.713 3.064
H 1.828 3.032 5.618
H 0.044 3.134 5.505
H 1.087 3.850 4.219
*
```

Here are the Mulliken charges for atoms 1 to 8, given in e: number 1, P, carries 0.76; number 2, P, carries 1.96; number 3, C, carries -0.52; number 4, C, carries -0.06; number 5, H, carries 0.95; number 6, H, carries 0.19; number 7, H, carries 0.17; number 8, H, carries -1.31


# 2
Below is C33H39N8SSi2Tl as an isolated structure, with properties calculated with ωB97M-V/def2-TZVPD.

Values from the calculation:
- ΔE to the lowest compared entry with this formula, charge and spin (eV) = 0.000
- HOMO level (hartree) = 0.035
- E_tot (a.u.) = -2868.58867
- F_max (eV Å⁻¹) = 0.7

Structure (ORCA input):
```
! RIJCOSX wB97M-V def2-TZVPD def2/J DEFGRID3
* xyz -2 1
Tl -0.325 0.119 0.131
N -1.000 -2.779 -0.357
C -0.576 -4.172 -0.564
C 0.519 -4.346 -1.609
N 1.793 -3.863 -1.133
C 2.938 -4.098 -1.982
C 4.210 -3.699 -1.242
N 4.145 -2.321 -0.777
H -1.487 -2.681 0.527
H -1.625 -2.502 -1.103
H -1.427 -4.791 -0.876
H -0.193 -4.563 0.380
H 0.190 -3.887 -2.561
H 0.623 -5.421 -1.791
H 1.741 -2.877 -0.901
H 2.880 -3.572 -2.949
H 3.006 -5.171 -2.195
H 5.072 -3.904 -1.890
H 4.292 -4.341 -0.364
H 4.402 -1.653 -1.488
H 4.697 -2.158 0.052
S -0.651 -0.239 8.171
N 0.301 -1.041 7.075
C -0.142 -0.727 5.879
C 0.389 -1.217 4.613
C 1.395 -2.138 4.559
C 1.888 -2.586 3.311
C 1.345 -2.017 2.155
N 0.374 -1.129 2.114
C -0.209 -0.713 3.359
C -1.277 0.113 3.388
N -1.833 0.538 2.173
C -2.890 1.303 2.183
C -3.541 1.772 3.344
C -2.991 1.400 4.580
C -1.878 0.594 4.648
C -1.276 0.189 5.895
N -1.654 0.543 7.106
H 1.798 -2.509 5.495
H 2.677 -3.323 3.225
H 1.756 -2.325 1.197
H -3.271 1.596 1.204
H -4.424 2.392 3.267
H -3.425 1.753 5.509
C -0.577 3.773 1.256
Si 0.637 2.510 0.545
C 2.242 2.791 1.512
C 1.052 3.152 -1.213
C 1.317 4.526 -1.341
C 1.563 5.121 -2.569
C 1.541 4.337 -3.719
C 1.298 2.976 -3.611
C 1.063 2.348 -2.378
Si 0.843 0.425 -2.398
C -0.355 0.125 -3.861
C 2.496 -0.067 -3.241
H -0.093 4.749 1.391
H -0.944 3.432 2.230
H -1.449 3.908 0.608
H 2.470 3.864 1.544
H 3.085 2.279 1.036
H 2.161 2.427 2.542
H 1.321 5.150 -0.449
H 1.767 6.185 -2.632
H 1.710 4.786 -4.692
H 1.289 2.383 -4.522
H 0.121 0.357 -4.822
H -1.255 0.739 -3.768
H -0.681 -0.923 -3.895
H 2.578 0.477 -4.191
H 2.522 -1.139 -3.475
H 3.384 0.176 -2.651
N -6.611 1.619 -4.075
C -5.717 1.344 -3.407
C -4.593 0.995 -2.569
C -3.586 1.925 -2.316
C -2.508 1.572 -1.520
C -2.382 0.303 -0.930
C -3.426 -0.589 -1.183
C -4.508 -0.267 -1.991
H -3.651 2.914 -2.754
H -1.735 2.319 -1.364
H -3.428 -1.569 -0.713
H -5.296 -0.988 -2.173
*
```

Here are the Mulliken charges for atoms 1 to 8, given in e: number 1, Tl, carries 1.50; number 2, N, carries 0.06; number 3, C, carries -1.06; number 4, C, carries -0.52; number 5, N, carries 0.03; number 6, C, carries -0.56; number 7, C, carries -0.73; number 8, N, carries -0.32


# 3
Below is C5H6NO2 as an isolated structure at a distorted geometry, with properties calculated with ωB97M-V/def2-TZVPD.

Values from the calculation:
- ΔE to the lowest compared entry with this formula, charge and spin (eV) = 4.350
- HOMO level (spin up / spin down) (hartree) = -0.100 / -0.100
- E_tot (a.u.) = -399.19388
- F_max (eV Å⁻¹) = 4.9

Structure (ORCA input):
```
! RIJCOSX wB97M-V def2-TZVPD def2/J DEFGRID3
* xyz -1 1
C -1.250 0.019 -0.587
C -1.225 -0.409 0.685
C 1.112 -0.834 0.188
C -0.105 0.879 -0.984
C 0.067 -0.349 1.268
N 0.946 0.640 -0.121
O 1.657 1.594 0.407
O 0.921 -1.608 -0.808
H -2.011 -0.026 -1.373
H -2.203 -0.935 1.169
H 2.021 -1.064 0.780
H 0.229 0.403 -1.944
H -0.293 1.926 -1.048
H 0.134 -0.236 2.369
*
```

Here are the Mulliken charges for atoms 1 to 8, given in e: number 1, C, carries -0.62; number 2, C, carries 0.05; number 3, C, carries -0.08; number 4, C, carries -0.44; number 5, C, carries -0.73; number 6, N, carries 0.52; number 7, O, carries -0.80; number 8, O, carries -0.81


# 4
Below is a 2-piece molecular cluster, C6H13PS overall at a distorted geometry, with properties calculated with ωB97M-V/def2-TZVPD.

Values from the calculation:
- ΔE to the lowest compared entry with this formula, charge and spin (eV) = 0.982
- HOMO level (hartree) = -0.299
- E_tot (a.u.) = -975.86796
- F_max (eV Å⁻¹) = 5.4
- SMILES = C/C=P(=S)/C=C/C.C

Structure (ORCA input):
```
! RIJCOSX wB97M-V def2-TZVPD def2/J DEFGRID3
* xyz 0 1
C -1.398 1.855 2.185
C -0.620 1.749 0.943
P -0.772 0.557 -0.152
S -2.171 -0.791 -0.251
C 0.365 0.505 -1.459
C 0.201 -0.349 -2.441
C 1.275 -0.271 -3.535
H -2.395 2.381 2.013
H -0.808 2.531 2.773
H -1.676 0.798 2.457
H 0.173 2.457 0.739
H 1.175 1.214 -1.437
H -0.575 -0.972 -2.476
H 0.961 0.371 -4.319
H 1.543 -1.139 -3.937
H 2.207 0.227 -3.144
C 0.565 -2.290 2.401
H 0.322 -1.472 1.644
H -0.421 -2.352 2.801
H 1.057 -1.844 3.231
H 0.994 -3.165 1.966
*
```

Here are the Mulliken charges for atoms 1 to 8, given in e: number 1, C, carries -0.98; number 2, C, carries -0.23; number 3, P, carries 0.36; number 4, S, carries -0.41; number 5, C, carries -0.39; number 6, C, carries -0.03; number 7, C, carries -1.31; number 8, H, carries 0.25


# 5
Below is a 2-piece molecular cluster, C8H13N3O2S overall at a distorted geometry, with properties calculated with ωB97M-V/def2-TZVPD.

Values from the calculation:
- ΔE to the lowest compared entry with this formula, charge and spin (eV) = 5.668
- HOMO level (spin up / spin down) (hartree) = -0.277 / -0.277
- E_tot (a.u.) = -1025.39059
- F_max (eV Å⁻¹) = 3.8

Structure (ORCA input):
```
! RIJCOSX wB97M-V def2-TZVPD def2/J DEFGRID3
* xyz 0 1
C -4.020 -0.166 0.566
C -3.142 -1.188 0.881
C -3.609 0.811 -0.317
C -1.887 -1.350 0.292
C -2.388 0.672 -0.948
C -1.634 -0.516 -0.793
C 1.403 1.884 -0.272
C 3.302 -0.515 1.233
N 0.082 -1.533 -1.841
N -0.553 -0.470 -1.654
N 0.982 0.624 0.245
O 1.331 -1.931 0.369
O 2.451 -0.565 -1.335
S 1.990 -0.637 0.027
H -4.961 -0.256 0.984
H -3.519 -1.990 1.569
H -4.356 1.582 -0.584
H -1.228 -2.141 0.398
H -1.943 1.346 -1.760
H 0.609 2.286 -0.825
H 1.679 2.613 0.580
H 2.417 1.940 -0.670
H 3.934 -1.401 1.121
H 3.798 0.412 1.051
H 2.719 -0.380 2.112
H 0.788 -1.545 -2.621
H 0.205 -2.226 -0.955
*
```

Here are the Mulliken charges for atoms 1 to 8, given in e: number 1, C, carries -0.35; number 2, C, carries -0.52; number 3, C, carries -0.62; number 4, C, carries -0.50; number 5, C, carries 0.00; number 6, C, carries 0.71; number 7, C, carries -0.86; number 8, C, carries -1.12